Computed, not measured: a structure of composition C19H42MgO10S3 at a distorted geometry, with ωB97M-V/def2-TZVPD.

Last column: Mulliken spin population.
Atoms and positions in Å:
Mg1 28.575 -4.989 -28.219  -0.75
C1 28.558 -7.148 -28.378  1.69
O1 28.390 -6.464 -29.447  -0.07
O2 29.601 -6.700 -27.864  -0.11
O3 27.681 -6.629 -27.660  0.26
C2 32.163 -5.852 -29.559  0.01
S1 31.527 -4.158 -29.084  -0.04
O4 30.012 -4.097 -28.976  -0.05
C3 32.150 -4.037 -27.374  0.00
H1 33.250 -5.785 -29.517  0.00
H2 31.807 -6.039 -30.573  0.00
H3 31.783 -6.580 -28.842  0.00
H4 32.322 -3.083 -26.874  0.00
H5 33.150 -4.468 -27.350  0.00
H6 31.532 -4.694 -26.762  0.01
C4 25.205 -9.035 -27.068  0.01
S2 24.174 -9.410 -28.557  0.00
O5 23.487 -8.178 -29.101  0.00
C5 25.557 -9.816 -29.751  0.05
H7 24.521 -8.795 -26.254  0.00
H8 25.772 -8.124 -27.259  0.01
H9 25.847 -9.887 -26.845  0.00
H10 26.237 -8.970 -29.854  -0.03
H11 25.091 -9.939 -30.728  0.00
H12 26.113 -10.695 -29.424  -0.01
C6 24.930 -2.659 -28.998  0.00
S3 26.355 -3.482 -29.819  -0.01
O6 27.310 -3.682 -28.683  -0.10
C7 25.542 -5.078 -30.098  0.02
H13 24.791 -2.879 -27.939  0.00
H14 24.038 -2.883 -29.582  0.00
H15 25.183 -1.598 -29.014  0.00
H16 26.305 -5.634 -30.642  -0.01
H17 24.634 -5.200 -30.690  0.00
H18 25.319 -5.618 -29.178  0.00
C8 31.071 -8.950 -31.505  0.00
C9 30.279 -10.120 -31.021  0.00
O7 30.824 -11.204 -30.687  -0.01
C10 28.722 -9.920 -31.002  0.00
H19 32.130 -9.052 -31.266  0.00
H20 30.682 -8.041 -31.047  0.00
H21 30.991 -8.843 -32.586  0.00
H22 28.505 -8.941 -30.577  0.06
H23 28.281 -10.640 -30.313  -0.01
H24 28.218 -9.996 -31.966  0.00
C11 28.241 -9.594 -24.581  -0.03
C12 29.503 -9.058 -24.007  0.01
O8 30.345 -9.847 -23.582  0.00
C13 29.776 -7.542 -24.103  -0.05
H25 27.387 -9.214 -24.021  0.00
H26 28.140 -10.679 -24.575  0.00
H27 28.143 -9.324 -25.632  0.04
H28 29.345 -7.119 -25.011  0.04
H29 30.855 -7.394 -24.140  0.00
H30 29.403 -7.095 -23.181  0.00
C14 24.957 -5.683 -25.821  0.00
C15 25.225 -5.161 -24.431  0.00
O9 24.323 -4.803 -23.720  0.00
C16 26.684 -5.358 -23.885  -0.03
H31 25.239 -6.730 -25.933  -0.01
H32 25.545 -5.109 -26.537  0.02
H33 23.957 -5.475 -26.202  0.00
H34 26.876 -6.314 -23.398  0.00
H35 26.934 -4.440 -23.354  0.00
H36 27.304 -5.365 -24.782  0.05
C17 29.029 -4.718 -32.139  0.03
C18 28.893 -5.209 -33.530  0.00
O10 29.140 -4.508 -34.510  0.00
C19 28.326 -6.591 -33.692  0.00
H37 28.069 -4.863 -31.643  -0.01
H38 29.187 -3.645 -32.038  0.00
H39 29.765 -5.128 -31.447  -0.01
H40 27.435 -6.625 -33.065  0.00
H41 28.829 -7.433 -33.217  0.00
H42 28.126 -6.699 -34.758  0.00

- Charge: -1
- Largest force on an atom: 14.0 eV/A
- Highest occupied orbital energy (alpha / beta): -0.0437 / -0.0850 hartree
- Spin multiplicity: 2
- E_LUMO (alpha / beta): 2.05 / 1.98 eV
- HOMO-LUMO gap (alpha / beta): 3.243 / 4.294 eV
- Total energy: -78804.33820 eV